# 1
2 unconnected molecules or ions with the total composition C3H8O. Source: the Open Molecules 2025 dataset; level of theory: ωB97M-V/def2-TZVPD.

Output
Largest force on an atom   0.1223 hartree/bohr
Total charge   0
Multiplicity   1
HOMO energy   -9.60 eV
LUMO energy   0.751 eV
Energy above the lowest of the compared OMol25 structures with the same formula, charge and spin   68.0 kcal/mol
SMILES   C=C.CO

Each line ends with the Mulliken charge.
Element x y z (Å)
C (2.54042, -0.70852, 1.79034)  -0.499
C (1.53903, -0.97903, 2.77298)  -0.420
H (3.63164, -0.69087, 1.98033)  0.268
H (2.09002, -0.90615, 0.77288)  0.185
H (1.81809, -0.56924, 3.83044)  0.212
H (0.70989, -1.50146, 2.36146)  0.256
C (-2.32218, 0.73499, -2.44985)  -0.436
O (-1.83207, 1.40639, -1.38960)  -0.498
H (-1.60177, 1.10604, -3.21345)  0.227
H (-3.35687, 1.14620, -2.73868)  0.187
H (-2.34670, -0.38996, -2.42921)  0.199
H (-0.86951, 1.35161, -1.28764)  0.320

Cartesian forces (eV/Å) of the 6 atoms listed first:
C -3.67 -2.31 1.58
C 5.61 2.62 -1.10
H -0.97 0.95 -0.18
H 1.45 0.10 0.85
H -1.20 -1.67 -1.74
H -1.23 0.32 0.59



# 2
A gas-phase ion, C12H20N5O3S (charge +1). Source: the Open Molecules 2025 dataset; level of theory: ωB97M-V/def2-TZVPD.

Output
Largest force on an atom   0.0645 hartree/bohr
Total charge   +1
Multiplicity   1
HOMO energy   -11.49 eV
LUMO energy   -2.474 eV
SMILES   CNC(=O)[C@H](CS)NC(=O)[C@@H](Cc1c[nH]c[nH+]1)NC(C)=O

Each line ends with the Mulliken charge.
Element x y z (Å)
C (-3.39393, -3.30029, -1.58449)  -0.884
N (-2.77345, -2.15469, -2.22948)  -0.188
C (-1.67022, -1.50402, -1.84744)  0.449
O (-1.15320, -1.76291, -0.74289)  -0.735
C (-0.95410, -0.48310, -2.71832)  -0.355
C (-0.24107, -1.27173, -3.81944)  -0.873
S (0.51913, -0.13251, -4.98482)  -0.212
N (0.02337, 0.31120, -1.93615)  -0.047
C (-0.38316, 1.22285, -1.05852)  -0.019
O (-1.42451, 1.84905, -1.17722)  -0.652
C (0.43952, 1.32351, 0.23140)  0.126
C (-0.30526, 2.13198, 1.32789)  -0.486
C (0.39948, 2.38507, 2.62935)  0.407
C (-0.21361, 2.78270, 3.81004)  -0.889
N (0.74785, 2.83540, 4.79145)  -0.002
C (1.92895, 2.58241, 4.20311)  -0.287
N (1.75473, 2.33742, 2.88736)  0.114
N (0.93973, -0.01495, 0.68505)  -0.007
C (2.15608, -0.28769, 1.11697)  0.913
C (2.50929, -1.75785, 1.32054)  -1.131
O (2.99807, 0.58151, 1.30895)  -0.793
H (-4.17749, -2.98435, -0.91989)  0.289
H (-3.76029, -4.02042, -2.32888)  0.330
H (-2.62687, -3.79982, -0.99471)  0.312
H (-3.12162, -1.93605, -3.12922)  0.265
H (-1.70658, 0.18036, -3.17609)  0.474
H (-0.96266, -1.84400, -4.35784)  0.448
H (0.49376, -1.98000, -3.39394)  0.432
H (0.86809, -1.03009, -5.90220)  0.161
H (0.92645, -0.12496, -1.79983)  0.301
H (1.30190, 1.93889, 0.03697)  0.284
H (-0.60300, 3.11028, 0.90973)  0.395
H (-1.21707, 1.56118, 1.56656)  0.365
H (-1.27465, 2.93847, 3.92435)  0.434
H (0.60471, 3.02191, 5.75948)  0.192
H (2.83426, 2.46756, 4.77966)  0.428
H (2.43765, 1.93539, 2.22769)  0.317
H (0.25880, -0.76491, 0.55912)  0.168
H (2.16458, -2.12362, 2.27831)  0.274
H (2.06795, -2.34272, 0.48923)  0.309
H (3.58839, -1.87646, 1.25814)  0.373

Cartesian forces (eV/Å) of the 6 atoms listed first:
C 0.90 -0.33 0.17
N 0.12 0.38 -1.00
C 0.90 -0.87 3.07
O -0.29 0.19 -0.59
C -0.08 0.55 -0.77
C 0.58 0.01 0.36



# 3
11 unconnected molecules or ions with the total composition C9H39NO11. Source: the Open Molecules 2025 dataset; level of theory: ωB97M-V/def2-TZVPD.

Output
Largest force on an atom   0.0342 hartree/bohr
Total charge   0
Multiplicity   1
HOMO energy   -9.50 eV
LUMO energy   0.024 eV
Energy above the lowest of the compared OMol25 structures with the same formula, charge and spin   10.8 kcal/mol
SMILES   CC1(C)CCCC(C)(C)N1O.O.O.O.O.O.O.O.O.O.O

Each line ends with the Mulliken charge.
Element x y z (Å)
C (-1.47348, 0.77139, 1.52803)  -1.524
C (-0.98354, -0.56997, 2.09662)  1.667
C (-1.59711, -0.75837, 3.52742)  -1.707
C (-1.46705, -1.66413, 1.20875)  -1.010
C (-0.76295, -2.98377, 1.36592)  -0.813
C (0.74238, -2.76432, 1.27595)  -1.323
C (1.27509, -1.76154, 2.26989)  1.554
C (1.21768, -2.28012, 3.75791)  -1.719
C (2.77139, -1.53033, 1.91843)  -1.863
N (0.52533, -0.52130, 1.95425)  1.307
O (0.98505, 0.46023, 2.89033)  -0.692
H (-0.93478, 1.04037, 0.61878)  -0.195
H (-2.56294, 0.77623, 1.46190)  0.524
H (-1.19898, 1.55593, 2.23859)  0.385
H (-2.61479, -0.36400, 3.45093)  0.487
H (-1.58042, -1.82796, 3.75608)  0.309
H (-1.02749, -0.20629, 4.28597)  0.315
H (-2.55457, -1.69791, 1.17426)  0.525
H (-1.20522, -1.35235, 0.18392)  -0.011
H (-1.01230, -3.49290, 2.29265)  0.353
H (-1.10970, -3.60649, 0.53874)  0.517
H (1.10109, -2.46985, 0.29342)  0.310
H (1.24167, -3.71861, 1.46467)  0.399
H (0.29864, -2.75058, 4.08704)  0.303
H (1.44612, -1.48145, 4.46453)  0.361
H (1.93770, -3.10297, 3.84122)  0.470
H (3.19130, -0.72709, 2.52909)  0.417
H (2.93655, -1.17758, 0.90101)  0.271
H (3.32648, -2.43237, 2.18838)  0.450
H (1.35414, 1.12205, 2.27844)  0.327
O (-1.86683, 2.32647, -5.16625)  -0.666
H (-1.90022, 2.13278, -4.21575)  0.314
H (-1.44185, 3.19996, -5.17715)  0.331
O (1.67741, 0.45634, -0.53933)  -0.686
H (1.08188, -0.11349, -0.02278)  0.235
H (1.52164, 1.35329, -0.18868)  0.283
O (-0.72309, 1.13060, -2.07608)  -0.286
H (-0.76205, 0.24087, -2.47037)  0.128
H (0.18111, 1.20345, -1.73482)  0.132
O (-0.76246, -2.65704, -2.89069)  -0.615
H (-0.87607, -2.09185, -3.67056)  0.310
H (0.20299, -2.77127, -2.80780)  0.298
O (2.44172, -1.20021, -2.53338)  -0.642
H (3.39920, -1.23454, -2.68182)  0.279
H (2.28710, -0.50011, -1.86565)  0.374
O (-2.26409, 3.32859, -1.95439)  -0.631
H (-2.06604, 2.37584, -1.90571)  0.279
H (-2.82090, 3.49865, -1.18502)  0.269
O (-2.77431, -0.48455, -3.58994)  -0.594
H (-3.43392, -1.15642, -3.80655)  0.285
H (-2.79692, -0.46103, -2.62235)  0.279
O (-0.15722, 4.84144, -2.86045)  -0.661
H (-1.02056, 4.60081, -2.47271)  0.403
H (0.38640, 4.15149, -2.45106)  0.303
O (2.07833, 2.92629, -2.16971)  -0.567
H (2.37946, 3.33419, -3.00096)  0.287
H (2.30497, 1.98428, -2.25089)  0.258
O (1.29752, 2.68795, 0.90465)  -0.650
H (1.79772, 3.46890, 0.60326)  0.277
H (0.36380, 2.94438, 0.95983)  0.281

Cartesian forces (eV/Å) of the 6 atoms listed first:
C 0.54 0.33 1.01
C 0.25 0.75 0.59
C 1.04 0.11 -0.83
C 0.15 0.18 -1.74
C -0.07 -0.10 -0.35
C 0.10 -1.25 0.34



# 4
2 unconnected molecules or ions with the total composition C2H9N2O2. Source: the Open Molecules 2025 dataset; level of theory: ωB97M-V/def2-TZVPD.

Output
Largest force on an atom   0.0534 hartree/bohr
Total charge   0
Multiplicity   2
HOMO energy (alpha / beta)   -3.52 / -10.53 eV
LUMO energy (alpha / beta)   0.878 / 0.593 eV
Energy above the lowest of the compared OMol25 structures with the same formula, charge and spin   3.1 kcal/mol
<S²>   0.751

Each line ends with the Mulliken spin population.
Element x y z (Å)
N (0.76840, -0.54721, 1.26215)  0.864
C (0.69651, -1.09686, -0.11341)  0.575
C (-0.11783, -0.26981, -1.05108)  0.380
N (0.08604, -0.35527, -2.42315)  -0.075
O (-0.95246, 0.51748, -0.64320)  -0.037
H (1.58879, 0.14359, 1.32654)  -0.384
H (-0.12254, -0.02822, 1.44581)  -0.022
H (0.92589, -1.36049, 1.88353)  -0.504
H (-0.01453, -1.96357, -0.05044)  0.112
H (1.66083, -1.44493, -0.48080)  0.158
H (0.65396, -1.07607, -2.83595)  0.021
H (-0.51722, 0.07720, -3.08328)  -0.025
H (-1.50804, 1.55652, 2.06431)  0.014
H (-0.17795, 2.24588, 1.72836)  -0.002
O (-0.58569, 1.59040, 2.30787)  -0.075

Cartesian forces (eV/Å) of the 6 atoms listed first:
N 0.18 0.43 -1.33
C -1.08 -1.27 -0.69
C 0.30 2.10 -1.74
N 1.00 -1.30 1.01
O -0.38 -0.19 0.66
H -0.37 -0.29 0.02



# 5
A molecular structure, C23H27CaN3O3P2S3. Source: the Open Molecules 2025 dataset; level of theory: ωB97M-V/def2-TZVPD.

Output
Largest force on an atom   0.0235 hartree/bohr
Total charge   -2
Multiplicity   1
HOMO energy   -1.11 eV
LUMO energy   4.358 eV
Energy above the lowest of the compared OMol25 structures with the same formula, charge and spin   15.4 kcal/mol

Each line ends with the Mulliken charge.
Element x y z (Å)
Ca (-0.40787, 0.93645, -0.45650)  1.305
C (-1.26489, 2.60172, -4.58617)  -1.718
C (-1.17391, 1.53641, -3.51200)  1.205
O (-0.69218, 1.88893, -2.43799)  -0.697
C (-1.65556, 0.18274, -3.79023)  0.332
C (-2.22332, -0.07169, -5.05511)  -0.660
C (-2.71207, -1.30021, -5.42658)  -0.912
C (-2.63511, -2.34924, -4.49175)  -0.338
C (-2.09068, -2.15605, -3.25475)  -0.781
C (-1.57247, -0.88664, -2.83014)  0.363
O (-1.07493, -0.77114, -1.67073)  -0.242
H (-0.83582, 3.51267, -4.17826)  0.320
H (-2.30295, 2.78581, -4.86872)  0.395
H (-0.72548, 2.30924, -5.48864)  0.410
H (-2.28147, 0.74139, -5.76722)  0.271
H (-3.14646, -1.45240, -6.40603)  0.338
H (-3.01655, -3.33191, -4.75376)  0.379
H (-2.03150, -2.96110, -2.53258)  0.211
O (1.77054, 1.20285, -0.36752)  -0.892
N (2.96217, 0.71037, -0.14634)  0.251
C (3.58421, 1.16899, 0.97075)  -0.352
C (4.81995, 0.72999, 1.35365)  -0.818
C (5.44483, -0.23216, 0.54318)  -0.104
C (4.80244, -0.68741, -0.57114)  -0.658
C (3.50735, -0.24614, -0.97480)  0.013
S (2.66716, -0.85439, -2.30383)  -0.313
H (2.98758, 1.89847, 1.49857)  0.540
H (5.27063, 1.12511, 2.25275)  0.397
H (6.42522, -0.61865, 0.79600)  0.326
H (5.25144, -1.43482, -1.21106)  0.363
C (-0.24508, -3.44015, 0.04713)  -1.531
P (0.71255, -2.07862, 0.80402)  1.241
C (2.37464, -2.84970, 0.86961)  -1.431
C (0.19864, -2.28153, 2.57325)  -1.348
C (0.75080, -1.15936, 3.46254)  -1.152
P (0.16113, 0.49119, 2.87526)  1.241
C (-1.55155, 0.49260, 3.52421)  -1.345
C (0.96381, 1.57958, 4.11358)  -1.439
H (0.09893, -3.57697, -0.97929)  0.361
H (-1.29442, -3.14842, -0.00360)  0.270
H (-0.14071, -4.37887, 0.60210)  0.507
H (2.33245, -3.86576, 1.27808)  0.452
H (3.04522, -2.24440, 1.48417)  0.284
H (2.79250, -2.87404, -0.13848)  0.290
H (0.49135, -3.27248, 2.94194)  0.490
H (-0.89624, -2.25138, 2.58350)  0.398
H (1.84572, -1.15295, 3.40836)  0.297
H (0.48016, -1.31565, 4.51419)  0.548
H (-1.60099, 0.09270, 4.54285)  0.448
H (-2.21176, -0.06522, 2.85880)  0.272
H (-1.91189, 1.52252, 3.50793)  0.320
H (0.72284, 1.27428, 5.13728)  0.423
H (0.61576, 2.59865, 3.93968)  0.323
H (2.04909, 1.56282, 3.98912)  0.359
S (-3.22393, 1.03812, 0.19353)  -0.367
C (-3.50974, 2.52325, 1.06435)  0.579
C (-4.88576, 2.76843, 1.47067)  -0.119
N (-5.98126, 2.93073, 1.79391)  -0.626
C (-2.57615, 3.47074, 1.38180)  0.368
S (-0.87830, 3.40033, 1.01765)  -0.303
C (-3.02330, 4.65024, 2.10747)  -0.111
N (-3.35483, 5.58212, 2.70135)  -0.630

Cartesian forces (eV/Å) of the 6 atoms listed first:
Ca -0.11 0.10 1.20
C -0.03 0.04 -0.12
C -0.08 -0.30 0.09
O -0.05 0.18 -0.68
C -0.04 0.21 -0.26
C -0.02 -0.03 0.00